Run a
The following is a quantum chemistry calculation of one molecule with the formula C3H5N3, from the OMol25 dataset.

Results
* <S²>: 2.028
* HOMO level (alpha / beta): -5.169 / -8.447 eV
* 2S+1: 3
* LUMO energy (alpha / beta): 1.0 / -1.0 eV
* Kohn-Sham gap (alpha / beta): 6.193 / 7.441 eV
* charge: 0

The geometry in XYZ format:
```
11
C3H5N3, DFT ωB97M-V with the def2-TZVPD basis set
C -0.046 1.483 -2.090
C -0.198 -0.787 -1.241
C 0.653 -0.125 0.948
N 0.043 0.307 -1.804
N -0.259 -0.841 0.192
N 0.213 0.211 2.103
H 0.897 2.066 -1.977
H -0.297 -1.628 -1.896
H -1.103 -1.300 0.650
H 0.844 0.591 2.781
H -0.747 0.022 2.336
```

***

Run b
The following is a quantum chemistry calculation of a 2-piece molecular cluster, C3H5N3 overall, from the OMol25 dataset.

Results
* <S²>: 2.011
* HOMO level (alpha / beta): -7.223 / -8.773 eV
* 2S+1: 3
* LUMO energy (alpha / beta): 1.0 / -2.5 eV
* Kohn-Sham gap (alpha / beta): 8.222 / 6.299 eV
* charge: 0

The geometry in XYZ format:
```
11
C3H5N3, DFT ωB97M-V with the def2-TZVPD basis set
C 0.312 0.236 -1.023
C -0.653 1.124 -1.227
C 0.201 -0.011 0.339
N -1.232 1.535 -0.124
N -0.732 0.790 0.873
N 0.986 -1.677 1.346
H 0.939 -0.237 -1.766
H -0.846 1.726 -2.072
H -1.256 0.664 1.764
H 0.329 -2.287 0.924
H 1.952 -1.862 0.966
```

***

It is run b that is most stable; the runner-up trails by 15.0 kJ/mol.

***

Run a
The following is a quantum chemistry calculation of one molecule with the formula C9H8BrN, from the OMol25 dataset.

Results
* HOMO level (alpha / beta): -7.441 / -7.441 eV
* 2S+1: 1
* LUMO energy (alpha / beta): -0.6 / -0.6 eV
* Kohn-Sham gap (alpha / beta): 6.818 / 6.818 eV
* charge: 0

The geometry in XYZ format:
```
19
C9H8BrN, DFT ωB97M-V with the def2-TZVPD basis set
C -3.305 1.153 0.194
C -2.262 1.908 0.055
C 2.590 -0.782 -0.393
C 2.259 -1.311 0.763
C 1.569 -0.420 -1.269
C 0.944 -1.410 1.204
C 0.276 -0.567 -0.905
C -0.105 -1.076 0.332
C -1.120 2.580 -0.011
N -1.391 -1.454 0.694
Br -2.692 -0.821 -0.270
H -4.325 1.232 0.478
H 3.609 -0.673 -0.693
H 3.006 -1.527 1.569
H 1.858 0.072 -2.102
H 0.615 -2.079 2.062
H -0.408 -0.493 -1.670
H -0.564 2.803 0.897
H -0.553 2.866 -0.934
```

***

Run b
The following is a quantum chemistry calculation of one molecule with the formula C9H8BrN, from the OMol25 dataset.

Results
* HOMO level (alpha / beta): -8.466 / -7.770 eV
* 2S+1: 1
* LUMO energy (alpha / beta): -1.4 / -0.3 eV
* Kohn-Sham gap (alpha / beta): 7.047 / 7.455 eV
* charge: 0

The geometry in XYZ format:
```
19
C9H8BrN, DFT ωB97M-V with the def2-TZVPD basis set
C 2.045 0.673 -1.229
C 2.400 -0.379 -0.376
C 0.670 1.015 -1.404
C 1.483 -1.306 0.075
C -0.119 -0.053 -1.113
C 0.136 -1.251 -0.381
C -2.013 -1.830 -0.054
C -2.552 -0.521 0.113
C -1.933 0.427 1.069
N -0.724 -2.162 -0.064
Br -4.355 -0.358 -0.267
H 2.935 1.136 -1.522
H 3.487 -0.482 -0.080
H 0.215 1.854 -1.845
H 1.563 -1.996 0.783
H -2.640 -2.577 -0.199
H -2.582 0.824 1.881
H -1.686 1.460 0.548
H -1.041 0.140 1.693
```

***

It is run b that is most stable; the runner-up trails by 108.5 kJ/mol.

***

Run a
The following is a quantum chemistry calculation of a 2-piece molecular cluster, C4H11NO2 overall, from the OMol25 dataset.

Results
* HOMO level: -9.590 eV
* 2S+1: 1
* LUMO energy: 0.8 eV
* Kohn-Sham gap: 10.402 eV
* charge: 0

The geometry in XYZ format:
```
18
C4H11NO2, DFT ωB97M-V with the def2-TZVPD basis set
C 0.146 -1.494 -1.532
C 0.690 -0.535 -0.456
C -0.189 0.691 -0.238
N -0.263 1.562 -1.402
C 0.310 1.525 0.926
O 1.085 1.137 1.763
H 0.352 -2.522 -1.206
H -0.923 -1.409 -1.696
H 0.716 -1.381 -2.456
H 0.804 -1.022 0.504
H 1.662 -0.171 -0.783
H -1.183 0.319 0.041
H 0.111 1.116 -2.231
H -1.214 1.808 -1.649
H -0.074 2.562 0.975
O -0.683 -1.090 2.994
H -1.000 -0.814 3.858
H -0.346 -0.281 2.587
```

***

Run b
The following is a quantum chemistry calculation of C4H11NO2 as an isolated structure, from the OMol25 dataset.

Results
* HOMO level: -7.695 eV
* 2S+1: 1
* LUMO energy: 0.8 eV
* Kohn-Sham gap: 8.519 eV
* charge: 0

The geometry in XYZ format:
```
18
C4H11NO2, DFT ωB97M-V with the def2-TZVPD basis set
C -0.078 0.084 -0.065
C -1.476 -0.586 1.176
C -0.091 -0.828 -1.270
C 2.426 0.583 -0.194
N 0.934 -0.014 0.831
O -0.520 1.372 -0.330
O -2.665 -0.201 0.542
H -1.289 1.310 -0.922
H -3.110 0.444 1.111
H 0.851 0.757 1.493
H -1.383 -1.668 1.212
H -1.348 -0.114 2.150
H 0.350 -1.793 -1.024
H 0.454 -0.380 -2.106
H -1.122 -0.986 -1.601
H 2.173 1.364 -0.910
H 3.083 0.966 0.583
H 2.812 -0.312 -0.675
```

***

It is run a that is most stable; the runner-up trails by 255.2 kJ/mol.

***

Run a
The following is a quantum chemistry calculation of an isolated ion of composition C2H4O3P and charge -1, from the OMol25 dataset.

Results
* HOMO level: -3.185 eV
* 2S+1: 1
* LUMO energy: 4.4 eV
* Kohn-Sham gap: 7.543 eV
* charge: -1

The geometry in XYZ format:
```
10
C2H4O3P, DFT ωB97M-V with the def2-TZVPD basis set
O 1.224 -2.280 -0.110
P 0.570 -1.384 0.918
C -0.765 -0.302 0.017
C -0.080 0.905 -0.432
O 0.692 1.408 0.539
O 1.462 0.317 1.054
H -1.555 -0.125 0.834
H -1.254 -1.035 -0.790
H 0.519 0.864 -1.368
H -0.812 1.633 -0.662
```

***

Run b
The following is a quantum chemistry calculation of C2H4O3P as an isolated structure, from the OMol25 dataset.

Results
* HOMO level: -3.853 eV
* 2S+1: 1
* LUMO energy: 4.1 eV
* Kohn-Sham gap: 7.935 eV
* charge: -1

The geometry in XYZ format:
```
10
C2H4O3P, DFT ωB97M-V with the def2-TZVPD basis set
C 0.437 -0.180 1.474
C 0.359 -0.150 -1.281
O 1.459 -2.457 -0.360
O 2.812 -0.294 -0.189
O 1.307 -0.608 2.172
P 1.571 -0.961 -0.433
H 0.224 0.898 1.474
H -0.276 -0.827 1.102
H -0.497 -0.674 -1.001
H 0.338 0.886 -1.288
```

***

It is run b that is most stable; the runner-up trails by 138.9 kJ/mol.

***

Run a
The following is a quantum chemistry calculation of C2H4OS2 as an isolated structure, from the OMol25 dataset.

Results
* HOMO level (alpha / beta): -8.746 / -7.234 eV
* 2S+1: 1
* LUMO energy (alpha / beta): -0.2 / -0.8 eV
* Kohn-Sham gap (alpha / beta): 8.551 / 6.468 eV
* charge: 0

The geometry in XYZ format:
```
9
C2H4OS2, DFT ωB97M-V with the def2-TZVPD basis set
C 0.349 -0.704 -0.403
C -0.656 1.695 0.252
O 1.636 -3.384 -0.328
S 0.274 -3.021 -0.538
S -0.969 0.213 -0.803
H 1.026 -0.507 0.318
H -0.944 2.607 -0.241
H 0.458 1.724 0.693
H -1.174 1.378 1.051
```

***

Run b
The following is a quantum chemistry calculation of one molecule with the formula C2H4OS2, from the OMol25 dataset.

Results
* HOMO level: -8.347 eV
* 2S+1: 1
* LUMO energy: 0.6 eV
* Kohn-Sham gap: 8.960 eV
* charge: 0

The geometry in XYZ format:
```
9
C2H4OS2, DFT ωB97M-V with the def2-TZVPD basis set
S -0.775 1.471 1.778
C -0.803 0.561 0.201
O 0.154 0.700 -0.789
C 0.606 -0.495 -0.273
S 0.119 -2.049 -1.115
H 0.572 1.559 2.282
H -1.802 0.295 -0.220
H 1.467 -0.543 0.456
H 0.461 -1.500 -2.319
```

***

It is run b that is most stable; the runner-up trails by 143.4 kJ/mol.

***

Run a
The following is a quantum chemistry calculation of a 2-piece molecular cluster, C2H4OS2 overall, from the OMol25 dataset.

Results
* HOMO level: -9.338 eV
* 2S+1: 1
* LUMO energy: -1.8 eV
* Kohn-Sham gap: 7.575 eV
* charge: 0

The geometry in XYZ format:
```
9
C2H4OS2, DFT ωB97M-V with the def2-TZVPD basis set
C 0.379 0.194 -0.899
C -0.498 1.230 -1.130
O -0.394 -2.592 1.876
S 0.154 0.116 2.002
S 0.679 -1.716 2.229
H 0.077 -0.841 -0.900
H 1.338 0.321 -0.554
H -0.395 2.266 -0.823
H -1.340 1.023 -1.802
```

***

Run b
The following is a quantum chemistry calculation of a 2-piece molecular cluster, C2H4OS2 overall, from the OMol25 dataset.

Results
* HOMO level: -9.597 eV
* 2S+1: 1
* LUMO energy: 0.2 eV
* Kohn-Sham gap: 9.777 eV
* charge: 0

The geometry in XYZ format:
```
9
C2H4OS2, DFT ωB97M-V with the def2-TZVPD basis set
C -1.359 0.090 0.684
C -0.409 0.462 -0.135
O 0.946 -1.731 0.255
S 2.639 0.644 -0.001
S 1.104 -0.439 -0.370
H -2.239 0.680 0.873
H -1.290 -0.870 1.176
H -0.414 1.845 -0.729
H 1.022 -0.682 -1.753
```

***

Run c
The following is a quantum chemistry calculation of one molecule with the formula C2H4OS2, from the OMol25 dataset.

Results
* HOMO level: -8.842 eV
* 2S+1: 1
* LUMO energy: 0.6 eV
* Kohn-Sham gap: 9.426 eV
* charge: 0

The geometry in XYZ format:
```
9
C2H4OS2, DFT ωB97M-V with the def2-TZVPD basis set
C -0.191 0.244 1.849
S -1.089 0.359 0.272
S -0.183 -1.152 -0.754
C 0.436 -0.211 -2.351
O 1.005 -0.755 -3.222
H -0.557 1.056 2.468
H 0.875 0.341 1.676
H -0.419 -0.711 2.313
H 0.124 0.830 -2.250
```

***

Run d
The following is a quantum chemistry calculation of a 2-piece molecular cluster, C2H4OS2 overall, from the OMol25 dataset.

Results
* HOMO level (alpha / beta): -8.440 / -8.793 eV
* 2S+1: 1
* LUMO energy (alpha / beta): -0.8 / -0.6 eV
* Kohn-Sham gap (alpha / beta): 7.632 / 8.178 eV
* charge: 0

The geometry in XYZ format:
```
9
C2H4OS2, DFT ωB97M-V with the def2-TZVPD basis set
C 1.812 0.552 0.222
C -0.534 -0.268 0.390
O 4.213 -0.147 -0.167
S -0.587 -1.967 0.001
S 2.871 -0.634 0.068
H 1.726 1.644 0.433
H -0.639 0.370 -0.555
H -0.949 -0.089 1.389
H 0.052 -1.849 -1.268
```

***

It is run c that is most stable; the runner-up trails by 191.8 kJ/mol.